No. 1
Molecular formula: C32H37BrN6O9RuS2
Method: DFT, ωB97M-V/def2-TZVPD

CARTESIAN COORDINATES (ANGSTROEM)
Ru1 -0.34457 -0.33994 -0.18357
C1 0.63544 -2.63174 7.71378
C2 1.01101 -1.42527 6.84931
C3 2.52170 -1.18389 6.99070
C4 0.24062 -0.20683 7.37747
C5 0.67086 -1.62894 5.38270
C6 0.96636 -0.61419 4.48418
C7 0.66141 -0.76303 3.15310
Br1 1.09054 0.69688 1.93642
C8 0.04717 -1.90998 2.60111
O1 -0.23149 -2.01096 1.35807
C9 -0.24302 -2.95450 3.54198
C10 0.07076 -2.77941 4.87339
C11 -0.85786 -4.24819 3.02533
C12 0.14309 -4.88295 2.04972
C13 -2.17785 -3.95160 2.30150
C14 -1.15457 -5.26419 4.13429
H1 0.88429 -2.42208 8.75326
H2 1.18498 -3.51876 7.40485
H3 -0.43260 -2.83042 7.65552
H4 2.78126 -1.05618 8.04073
H5 2.83421 -0.29584 6.44789
H6 3.07467 -2.03454 6.59683
H7 0.48097 -0.03967 8.42556
H8 -0.83006 -0.37692 7.29036
H9 0.48576 0.69265 6.82053
H10 1.42840 0.30202 4.81091
H11 -0.16217 -3.58363 5.54728
H12 0.34193 -4.20196 1.22787
H13 -0.26104 -5.80989 1.64768
H14 1.08168 -5.10120 2.55943
H15 -2.02434 -3.25738 1.48015
H16 -2.90239 -3.52405 2.99208
H17 -2.59144 -4.87208 1.89636
H18 -0.24814 -5.58778 4.64095
H19 -1.61663 -6.14363 3.69106
H20 -1.84866 -4.85727 4.86527
O2 -6.88717 2.50585 1.58635
C15 -6.47872 1.50579 2.14623
O3 -6.96561 0.67489 2.89587
C16 -4.93378 1.17993 1.82098
C17 -4.27553 0.15785 2.48441
C18 -2.95873 -0.11645 2.14251
N1 -2.32414 0.54978 1.19016
C19 -2.95417 1.53975 0.57412
C20 -4.26391 1.90725 0.86089
C21 -2.17538 2.30182 -0.51161
O4 -2.48603 3.45183 -0.76076
O5 -1.26931 1.62200 -1.06855
H21 -4.78042 -0.40840 3.25017
H22 -2.40335 -0.89677 2.64872
H23 -4.71655 2.73963 0.34409
N2 0.78359 -3.47824 -1.12203
C22 1.84933 -2.71979 -0.82062
N3 3.01999 -3.38307 -0.59401
O6 1.79413 -1.50124 -0.68862
H24 0.86929 -4.44741 -1.36330
H25 -0.07856 -3.01359 -1.38383
H26 3.13573 -4.34018 -0.87021
H27 3.84786 -2.82546 -0.47938
N4 1.47429 1.24622 -1.43150
C23 1.56084 0.65262 -2.67955
C24 0.37247 0.23698 -3.29500
C25 0.41926 -0.41996 -4.50494
C26 1.63485 -0.67243 -5.10025
C27 2.81132 -0.23566 -4.53747
C28 2.78064 0.43106 -3.32406
S1 1.65012 -1.57210 -6.66910
O7 2.72104 -2.54614 -6.50786
O8 1.89419 -0.53479 -7.65914
O9 0.31882 -2.17486 -6.75008
H28 2.34711 1.55936 -1.02835
H29 0.69047 1.88506 -1.31375
H30 -0.57210 0.46223 -2.80776
H31 -0.46536 -0.74947 -5.02132
H32 3.73433 -0.41813 -5.06226
H33 3.69877 0.78782 -2.87799
S2 -2.32211 -1.67905 -1.24953
C29 -2.06928 -2.11896 -2.85330
N5 -2.86973 -1.53050 -3.81567
C30 -2.78564 -1.89611 -5.11698
C31 -1.90726 -2.87041 -5.48480
C32 -1.08363 -3.40523 -4.46766
N6 -1.18490 -3.04919 -3.21406
H34 -3.46489 -0.76930 -3.51845
H35 -3.41441 -1.37305 -5.82282
H36 -1.76601 -3.16554 -6.50419
H37 -0.31610 -4.12375 -4.71147

Values from the calculation:
Frontier orbital gap (alpha / beta) in eV: 4.81 / 5.20
Multiplicity: 2
<S²>: 0.781
Net charge: -1
Calculated total energy in a.u.: -5712.67429

Atomic partial charges in e from the Löwdin method, atoms 1 to 8: atom 1 (Ru): 1.127, atom 2 (C): -0.065, atom 3 (C): -0.562, atom 4 (C): -0.048, atom 5 (C): -0.044, atom 6 (C): -0.180, atom 7 (C): -0.094, atom 8 (C): -0.489

***

No. 2
Molecular formula: C5H35NO14
Method: DFT, ωB97M-V/def2-TZVPD

CARTESIAN COORDINATES (ANGSTROEM)
C1 -2.71218 2.24826 -0.07385
C2 -1.49323 2.70752 -0.84332
C3 -1.05467 3.98255 -1.37791
N1 -0.01356 3.76158 -2.21799
C4 0.13642 2.37231 -2.42320
C5 -0.86852 1.72449 -1.66517
H1 -2.59689 1.15516 0.17916
H2 -2.89296 3.00824 0.79134
H3 -3.53602 2.61423 -0.64816
H4 -1.46147 4.95051 -1.15026
H5 0.58866 4.36381 -2.57790
H6 1.20416 2.03246 -2.95903
H7 -1.05951 0.69721 -1.69469
H8 2.74399 3.60665 0.66123
H9 1.38617 3.10219 0.20875
O1 2.22345 2.85438 0.49341
H10 -2.31624 -1.11653 0.08305
H11 -3.55742 -1.59474 -0.68693
O2 -2.97155 -0.84382 -0.54735
H12 2.28424 -1.72533 -2.85888
H13 3.58932 -1.29850 -3.71630
O3 3.07202 -1.99614 -3.29676
H14 -0.96355 2.41688 1.14884
H15 -1.02955 2.42920 2.66319
O4 -0.55923 2.70391 1.87268
H16 -0.93178 -3.54148 2.06132
H17 -1.37986 -3.90833 3.30514
O5 -1.67585 -4.03565 2.48690
H18 -2.77518 0.73125 3.05902
H19 -1.97604 -0.11121 4.11094
O6 -2.06841 0.74415 3.72921
H20 -2.62531 -0.64108 -3.95517
H21 -1.95685 0.00265 -2.70206
O7 -1.81117 -0.23306 -3.59822
H22 -0.16963 1.11115 3.36214
H23 0.14967 -0.24945 2.88350
O8 0.17258 0.28626 3.67829
H24 2.64746 -2.90184 1.27599
H25 3.69341 -3.60414 0.32192
O9 2.82849 -3.69530 0.65999
H26 1.95349 -0.47371 4.12585
H27 2.96294 0.16340 3.10617
O10 2.82519 -0.65782 3.60584
H28 0.38728 -4.67369 -1.28162
H29 1.34146 -4.07516 0.02616
O11 0.73290 -3.95088 -0.77209
H30 -0.26344 -2.79193 -0.17946
H31 0.16008 -1.45849 0.50182
O12 -0.56203 -2.09424 0.37853
H32 3.56632 -1.13363 0.73493
H33 2.69646 -0.04784 1.10521
O13 2.70727 -0.86381 0.61128
H34 -0.10725 -1.16391 -4.45658
H35 0.53532 -0.15106 -3.51916
O14 0.80059 -0.73764 -4.02971

Values from the calculation:
Energy above the lowest of the compared OMol25 structures with the same formula, charge and spin in kJ/mol: 672.94
Frontier orbital gap (alpha / beta) in eV: 8.48 / 4.92
Multiplicity: 2
<S²>: 0.766
Net charge: +1
Calculated total energy in a.u.: -1319.14030

Atomic partial charges in e from the Löwdin method, atoms 1 to 8: atom 1 (C): -0.017, atom 2 (C): -0.186, atom 3 (C): 0.105, atom 4 (N): 0.112, atom 5 (C): 0.083, atom 6 (C): 0.017, atom 7 (H): 0.092, atom 8 (H): 0.137